Record 1
{"formula": "C2H6NO2", "method": "ωB97M-V/def2-TZVPD", "orbital_gap_ev": 7.34, "charge": -1, "molar_mass_g_mol": 76.1, "largest_force_ev_per_a": 1.4, "relative_energy_ev": 2.133, "homo_energy_ev": -3.1, "symbols": ["C", "O", "H", "H", "H", "C", "N", "O", "H", "H", "H"], "positions_angstrom": [[-0.61367, 1.97067, 0.12267], [-0.51922, 1.19775, 1.28526], [0.14053, 2.76879, 0.15918], [-0.49286, 1.35941, -0.76771], [-1.58338, 2.48031, 0.07478], [0.72085, -2.05778, -0.73466], [0.18260, -1.27385, 0.23244], [0.28514, -3.09004, -1.24954], [1.72359, -1.75882, -1.15780], [-0.14246, 0.32544, 1.01406], [0.29887, -1.92188, 1.02132]], "nbo_charge": [-0.237, -0.794, 0.132, 0.178, 0.138, 0.524, -1.106, -0.705, 0.015, 0.522, 0.335]}


Record 2
{"formula": "C2H6NO2P", "method": "ωB97M-V/def2-TZVPD", "orbital_gap_ev": 10.04, "molar_mass_g_mol": 107.0, "smiles": "C/C(=N\\O)OP", "largest_force_ev_per_a": 2.6, "relative_energy_ev": 3.605, "homo_energy_ev": -9.2, "symbols": ["C", "C", "N", "O", "O", "P", "H", "H", "H", "H", "H", "H"], "positions_angstrom": [[-0.98725, 1.28542, -0.09256], [0.25477, 0.39367, -0.18473], [0.24983, -0.87121, 0.03006], [-1.03239, -1.50348, 0.26728], [1.50349, 0.89514, -0.11846], [2.69431, -0.21039, -0.07546], [-0.93931, 2.33908, -0.42176], [-1.44644, 1.10269, 0.93737], [-1.79808, 0.90571, -0.72465], [-0.61871, -2.34564, 0.60474], [2.03406, -1.15955, -0.88263], [2.25383, -1.07129, 0.92635]], "nbo_charge": [-0.710, 0.505, -0.262, -0.572, -0.727, 0.632, 0.245, 0.252, 0.245, 0.482, -0.034, -0.058]}